(1)
Here is one molecule with the formula C6H11NO in a non-equilibrium geometry from OMol25. Energies are from ωB97M-V with the def2-TZVPD basis set.

CARTESIAN COORDINATES (ANGSTROEM)
C1 1.158 0.997 -2.343
C2 0.086 0.050 -1.814
C3 0.337 -0.384 -0.372
C4 -0.922 -0.525 0.425
C5 -0.629 -0.491 1.918
O1 -0.665 -1.690 2.641
C6 -0.738 0.895 2.817
N1 0.380 0.453 2.403
H1 0.836 1.946 -2.518
H2 1.529 0.564 -3.274
H3 2.017 1.058 -1.664
H4 0.153 -0.830 -2.444
H5 -0.966 0.396 -1.849
H6 1.054 -1.179 -0.324
H7 0.847 0.367 0.183
H8 -1.683 -1.439 0.242
H9 -1.543 0.430 0.108
H10 0.238 -2.043 2.548
H11 -1.488 1.424 3.319

Properties
LUMO (eV): 0.980
SMILES: CCCC[C@]1(O)C=N1
Relative energy (zero: lowest compared OMol25 entry of this formula, charge and spin) (eV): 4.2323
Highest occupied orbital energy (eV): -8.674

Löwdin population analysis, charges in e, atoms 1 to 4:
1. C -0.0939
2. C -0.2452
3. C -0.2553
4. C -0.1633



(2)
Here is one molecule with the formula C5H7NO in a non-equilibrium geometry from OMol25. Energies are from ωB97M-V with the def2-TZVPD basis set.

CARTESIAN COORDINATES (ANGSTROEM)
C1 -0.949 -1.151 0.366
C2 -0.585 0.321 0.133
C3 -1.617 0.984 -0.678
N1 -2.428 1.499 -1.322
C4 0.788 0.474 -0.535
C5 1.921 0.160 0.414
O1 1.789 0.044 1.608
H1 -1.931 -1.242 0.836
H2 -0.206 -1.610 1.025
H3 -0.971 -1.698 -0.583
H4 -0.547 0.832 1.102
H5 0.871 -0.170 -1.420
H6 0.945 1.502 -0.892
H7 2.921 0.054 -0.054

Properties
LUMO (eV): 0.750
SMILES: C[C@H](C#N)CC=O
Relative energy (zero: lowest compared OMol25 entry of this formula, charge and spin) (eV): 0.6982
Highest occupied orbital energy (eV): -10.498

Löwdin population analysis, charges in e, atoms 1 to 4:
1. C -0.0525
2. C -0.3657
3. C -0.2020
4. N 0.1508



(3)
Here is one molecule with the formula C21H19F2N5O in a non-equilibrium geometry from OMol25. Energies are from ωB97M-V with the def2-TZVPD basis set.

CARTESIAN COORDINATES (ANGSTROEM)
C1 0.756 -1.957 -3.482
C2 0.434 -0.528 -3.211
C3 0.097 0.368 -4.237
N1 -0.120 1.688 -4.068
C4 -0.005 2.212 -2.840
C5 -0.142 3.703 -2.595
C6 -0.839 4.207 -1.476
C7 -0.868 5.573 -1.206
F1 -1.539 6.075 -0.157
C8 -0.217 6.449 -2.057
C9 0.468 5.957 -3.190
C10 0.508 4.599 -3.484
F2 1.172 4.203 -4.576
C11 0.244 1.408 -1.761
C12 0.580 0.063 -1.939
N2 1.097 -0.753 -0.953
C13 1.317 -0.370 0.366
C14 2.036 0.816 0.718
C15 2.300 1.071 2.095
N3 1.889 0.250 3.075
C16 1.153 -0.841 2.697
C17 0.470 -1.769 3.440
N4 -0.050 -2.663 2.538
C18 -0.562 -3.977 2.967
C19 -1.919 -3.854 3.680
C20 -2.600 -5.236 3.770
O1 -1.744 -3.393 5.014
N5 0.210 -2.318 1.225
C21 0.924 -1.202 1.393
H1 0.042 -2.550 -2.850
H2 0.651 -2.264 -4.529
H3 1.795 -2.137 -3.233
H4 0.123 -0.002 -5.247
H5 -1.381 3.539 -0.784
H6 -0.225 7.500 -1.882
H7 0.986 6.620 -3.904
H8 0.326 1.884 -0.782
H9 0.959 -1.785 -1.001
H10 2.437 1.465 -0.039
H11 2.869 1.932 2.388
H12 0.392 -1.803 4.518
H13 0.183 -4.487 3.556
H14 -0.716 -4.627 2.084
H15 -2.590 -3.202 3.105
H16 -3.594 -5.137 4.214
H17 -2.043 -5.945 4.390
H18 -2.671 -5.632 2.773
H19 -2.597 -3.149 5.475

Properties
LUMO (eV): 0.027
SMILES: Cc1cnc(-c2cc(F)ccc2F)cc1Nc1ccnc2cn(C[C@@H](C)O)nc12
Relative energy (zero: lowest compared OMol25 entry of this formula, charge and spin) (eV): 0.2753
Highest occupied orbital energy (eV): -7.957

Löwdin population analysis, charges in e, atoms 1 to 4:
1. C -0.0539
2. C -0.2062
3. C -0.0758
4. N 0.1097



(4)
Here is C27H30BrF3KNO11PS2 as an isolated structure in a non-equilibrium geometry from OMol25. Energies are from ωB97M-V with the def2-TZVPD basis set.

CARTESIAN COORDINATES (ANGSTROEM)
C1 -2.961 -4.957 2.315
S1 -2.904 -4.288 0.522
O1 -1.718 -4.932 -0.297
O2 -4.193 -4.810 -0.118
C2 -2.643 -2.461 0.654
C3 -1.203 -2.027 1.391
Br1 0.176 -3.384 2.011
C4 -0.878 -0.445 1.617
C5 -1.935 0.743 1.090
C6 -3.388 0.365 0.342
S2 -4.413 1.813 -0.097
O3 -3.564 2.927 -0.831
O4 -4.831 2.498 1.269
C7 -5.975 1.697 -1.042
F1 -7.039 1.142 -0.122
F2 -5.949 1.057 -2.372
F3 -6.444 3.113 -1.300
C8 -3.662 -1.241 0.132
C9 -4.994 -1.740 -0.633
C10 -4.509 -2.323 -2.118
C11 -3.849 -1.163 -3.091
C12 -4.835 -1.070 -4.439
O5 -4.205 -1.637 -5.649
C13 -1.375 2.253 1.375
O6 -2.004 3.298 1.885
C14 0.253 2.472 1.047
C15 0.878 3.772 0.270
P1 -0.213 5.201 -0.373
O7 -1.070 6.021 0.902
O8 -1.250 4.721 -1.688
C16 2.536 3.823 0.090
C17 3.564 2.662 0.654
C18 5.208 2.877 0.440
C19 5.806 3.735 1.726
N1 6.067 2.889 2.959
C20 2.934 1.348 1.408
C21 3.962 0.171 1.969
C22 4.020 -1.039 0.852
C23 5.440 -0.973 -0.010
C24 6.130 -2.467 -0.118
O9 5.122 -3.510 -0.495
C25 5.010 -4.493 0.603
O10 5.237 -5.809 0.443
C26 1.306 1.289 1.590
C27 0.543 0.019 2.369
O11 1.009 -0.504 3.502
H1 -2.502 -4.123 3.027
H2 -2.333 -5.969 2.392
H3 -4.093 -5.099 2.584
H4 -5.844 -0.991 -0.842
H5 -5.491 -2.590 0.044
H6 -3.647 -3.143 -2.021
H7 -5.426 -2.881 -2.582
H8 -2.807 -1.559 -3.517
H9 -3.687 -0.128 -2.570
H10 -5.880 -1.585 -4.274
H11 -5.076 0.088 -4.602
H12 -3.914 -0.812 -6.174
H13 -1.191 6.973 0.550
H14 -0.711 4.066 -2.256
H15 3.046 4.750 -0.447
H16 5.308 3.606 -0.497
H17 5.762 1.858 0.276
H18 5.019 4.573 2.041
H19 6.802 4.322 1.457
H20 7.109 2.822 3.138
H21 5.708 3.403 3.812
H22 3.635 -0.214 3.040
H23 5.063 0.589 2.104
H24 3.126 -0.857 0.110
H25 3.912 -2.062 1.449
H26 6.241 -0.263 0.465
H27 5.255 -0.578 -1.111
H28 6.717 -2.762 0.853
H29 6.932 -2.450 -0.993
H30 4.648 -4.143 1.672
K1 -4.878 -1.473 -7.764

Properties
LUMO (eV): -4.241
Total charge: +1
Highest occupied orbital energy (eV): -9.399

Löwdin population analysis, charges in e, atoms 1 to 4:
1. C -0.1644
2. S 0.7006
3. O -0.4204
4. O -0.3986